No. 1
The following is a quantum chemistry calculation of a molecular structure, C19H28ClO2P2V in a non-equilibrium geometry, from the OMol25 dataset.

## Properties
* energy above the lowest of the compared OMol25 structures with the same formula, charge and spin: 15.1 kcal/mol
* <S²>: 2.10

The geometry in ORCA input format:
```
! wB97M-V def2-TZVPD RIJCOSX def2/J DEFGRID3
* xyz 2 3
H 2.0643 3.6779 1.3775
C -2.0061 -1.6647 4.4417
H 0.0371 -3.2111 0.1388
H -3.6830 -1.3855 3.0939
H 1.2357 2.2836 2.1634
C -0.6264 -1.6353 4.5594
C 0.2023 -2.1291 -3.4968
Cl 2.2953 0.2216 -1.7760
H 0.5512 3.9512 -2.1347
C 1.6103 -1.3301 3.6098
C 1.8511 -0.6973 1.2996
H 1.2576 -1.8444 -3.5946
C 0.2023 -1.3048 3.4626
H -0.1440 -1.8639 5.5087
H 1.4848 4.6986 -0.7989
H 2.1807 3.3331 -1.7297
H -2.6794 -1.6329 -2.3921
O -1.6960 0.9593 -3.2390
H -1.6831 3.5730 -0.2481
C -1.8080 -1.0519 2.1006
H -0.6153 4.4724 0.8877
H 0.9702 0.7442 -4.5012
H 0.0863 -3.2008 -3.7159
H 1.5553 -2.8257 -0.7107
C 0.4803 -0.5732 1.1172
P 0.5301 2.5868 -0.1247
H -2.6342 -1.9133 5.3013
H 1.2788 2.1991 -3.5114
H -2.1629 -3.3532 -2.2475
H 2.5759 1.9905 1.0231
H 2.0183 -1.5872 4.5901
H -2.2858 -0.8600 1.1412
H -0.3985 -1.5404 -4.2026
C -2.5958 -1.3708 3.1982
P -0.3498 -1.8195 -1.7937
C -0.5032 1.0789 -3.0108
H -1.3367 2.8984 1.3671
C -0.9144 3.4745 0.5315
C -2.0856 -2.3475 -1.8038
C -1.6384 0.6987 -0.5709
C 1.2549 3.7544 -1.3155
H 0.4467 -4.0669 -1.3940
C 1.7206 2.6413 1.2462
H -2.4702 -2.3703 -0.7745
H 3.5180 -1.1119 2.6328
H -0.0412 2.2112 -4.7279
V 0.1670 0.3144 -0.9004
H 2.5305 -0.5087 0.4653
C -0.4006 -0.9574 2.1911
C 0.4933 1.5964 -3.9895
O -2.7791 0.9707 -0.4325
C 2.4338 -1.0584 2.5371
C 0.5052 -3.1141 -0.8487
*
```

Here is what Löwdin gives for the atomic charges, in e: H 0.08; C -0.03; H 0.06; H 0.13; H 0.07; C 0.01; C -0.23; Cl 0.26; H 0.06; C 0.03; C -0.15; H 0.04; C -0.15; H 0.13; H 0.08; H 0.05; H 0.06; O 0.16; H 0.06; C -0.04; H 0.08; H 0.11; H 0.08; H 0.06; C -0.14; P 0.79; H 0.13; H 0.05; H 0.08; H 0.05; H 0.14; H 0.07; H 0.06; C -0.03; P 0.78; C -0.30; H 0.07; C -0.23; C -0.21; C -0.22; C -0.23; H 0.08; C -0.21; H 0.05; H 0.13; H 0.12; V 0.20; H 0.03; C -0.16; C -0.04; O 0.19; C -0.02; C -0.21



No. 2
The following is a quantum chemistry calculation of 12 unconnected molecules or ions with the total composition C60H144BF4N7O19 in a non-equilibrium geometry, from the OMol25 dataset.

## Properties
* electronic energy: -125421.982 eV

The geometry in ORCA input format:
```
! wB97M-V def2-TZVPD RIJCOSX def2/J DEFGRID3
* xyz 2 1
C -2.6522 -0.0834 0.5960
C 4.6403 4.4016 0.1962
F -3.1878 4.7109 -1.4607
O -2.4652 -1.8325 -2.2736
H -0.2740 -5.3254 -3.4805
H 2.0632 -4.7433 3.5689
H -3.0084 5.3008 0.3684
C -1.7268 -4.1758 4.9918
H -0.3075 7.1399 0.0412
H 1.1536 -3.4758 8.4285
H 2.4526 -3.3381 -3.4648
C 0.8380 1.3494 1.6954
H -3.0776 0.9188 0.4815
H 2.3052 -6.9049 -2.7089
H 0.2445 4.5586 0.9984
H 3.4788 -3.1226 5.8137
H -4.0792 -3.0794 2.1121
H 4.6503 -4.0288 -6.3067
H 1.2957 -0.0874 -4.5469
O 2.8951 0.5966 -1.1633
H -3.0527 7.4178 -0.9758
H 4.3180 -4.1200 4.4718
H 6.5329 -1.3534 -7.5047
H -8.9573 2.9238 -4.7958
F -3.5474 4.7232 -3.7033
H 3.2886 -1.8346 -6.7626
C 6.7534 0.9742 2.3523
H -5.7705 6.4997 4.0021
H -5.4197 -0.4473 -3.4183
H -3.7865 2.3394 5.1551
H -5.4580 4.0276 -4.9718
H -0.4243 -8.1050 -2.8523
H 7.4426 1.6364 1.8274
O 1.2325 -4.5048 1.6245
H -0.1454 -5.0155 -1.1365
H -1.8925 2.0268 -5.4967
C 0.8971 -2.9750 6.3396
H -4.5697 7.7474 4.4690
H 0.1117 -1.3960 -3.0435
F -1.3608 4.7541 -2.8223
H -4.7410 1.3441 -6.2206
H 1.6054 -1.1663 -2.2202
C 7.4535 2.4958 4.6893
C -3.1917 -0.5781 1.9585
H 1.8184 -2.3570 6.4096
H 1.2300 -1.6941 4.2050
H -8.3205 3.8549 -6.2232
H 4.4493 3.7955 -0.6623
H -0.1978 -6.1589 1.0090
C 0.0850 -8.3292 -1.9030
C 1.5012 -7.2190 -0.1305
H 1.8487 -5.4271 -1.9460
H -3.7472 -2.8782 5.9013
N -2.1051 7.0323 0.9357
H -2.3660 2.5993 0.0905
H -2.7939 -6.8584 2.1707
H -5.5391 0.5848 -1.5291
C 5.3106 3.7250 4.6196
H -3.6914 2.6199 -5.6044
H -2.4746 -3.8062 2.1720
O 2.0375 1.2283 -3.0978
C 2.1658 -4.3958 4.5784
H -4.7897 6.9125 0.4967
H 8.2181 2.1115 4.0405
O -1.6234 -7.5548 0.6593
C -1.4748 2.4740 -0.5520
O 5.5915 3.7453 1.0400
H -2.0689 2.4417 -3.7794
C 1.6989 -0.6305 -5.3927
H -3.5830 -4.6761 -2.9508
H 5.5683 4.7834 4.8326
O 5.6126 -2.2388 -6.0018
H 1.0187 -3.0425 -4.4551
H 5.1090 2.2341 2.3219
N 0.6092 -7.0171 -1.3864
H -1.7413 0.4859 -1.4335
H 1.9013 1.0806 -6.7341
H -2.4903 -8.5910 2.1468
H -1.0149 1.1320 -4.2566
H 4.2447 3.7880 6.4867
H -5.2985 -0.4286 -5.0963
C -1.9414 1.6196 -4.5047
C 2.5441 0.4161 -6.2155
O -3.5210 2.0927 4.2611
H -0.0178 -2.3714 6.3434
O 1.9740 -4.0891 -0.4247
C 5.7170 1.8243 3.1155
O -3.5701 -3.7019 -3.0407
H -7.9494 4.3753 -4.5254
H 5.9381 3.1439 6.5947
H -5.2947 5.6246 1.5578
H -4.7581 2.0078 -0.7441
H -1.1102 5.7276 -0.4211
C 6.9775 4.0129 2.9101
H 0.7574 2.0855 2.4837
C 1.1718 -9.3714 -2.0592
C -0.8437 6.3019 0.4455
C -8.0836 3.4826 -5.2026
N -4.5502 1.3327 -4.2096
H 1.2064 -5.4501 -4.4788
C -5.5689 0.1922 -4.2763
H -1.6914 2.7545 -1.5490
C -2.5273 -3.0982 -2.2157
H -3.4815 8.5042 0.3270
H 0.6220 -0.9911 -0.1253
H -1.2557 9.6607 0.2162
H -2.4410 -4.8756 4.5127
C 4.9929 3.1173 5.9927
H 2.5109 -3.3099 -6.1928
C -1.6008 9.0177 -0.6350
H -5.8360 2.5775 -3.0498
H -4.2072 -0.8213 1.8773
H -2.9787 0.1235 2.8043
O -4.6673 7.4141 2.4697
H -1.7184 -5.4403 0.4598
C -3.1431 0.5696 -4.2656
H -1.0951 -7.5049 2.5956
C -1.0336 1.0373 -0.7470
H 4.6198 -0.7813 -4.6700
N 6.3248 2.9608 3.8174
H -3.0834 -2.9721 0.7172
H 0.8267 -3.0284 2.9781
H -1.8325 -3.2060 4.4647
H 4.9512 -2.0165 -7.9778
H 7.4791 4.7544 3.6139
H 7.1851 1.7802 5.4502
H -1.2987 1.6877 1.8867
H 2.0472 -8.9409 -2.6237
C -4.6702 2.1279 -5.4795
H -0.4134 -2.1945 4.0778
C -0.5455 -6.0398 -1.0020
C 0.6032 -2.5912 3.9608
H 2.2389 -5.2137 5.2482
H 0.0131 -4.4716 7.6175
H -2.7241 5.4374 2.1652
H -5.8604 3.4983 -6.6917
C 0.5819 -5.9245 -3.6690
C -4.7565 1.3488 -1.6577
H 5.0628 5.3806 -0.1005
C 4.6237 -3.1313 -5.6697
H -2.6421 8.2439 2.4419
C -4.8018 2.1880 -2.9238
H 0.8386 -10.2997 -2.6037
H -0.7540 0.0784 2.4805
C -3.1372 5.9163 1.2546
H 5.1020 1.2118 3.7293
C -2.8335 3.1677 3.8703
H 6.1521 0.3563 1.6573
C 1.9036 -3.8844 0.8048
C -0.2896 -4.7622 4.8114
H 1.0435 -7.9719 0.5740
H -4.1814 3.0627 -2.8851
C 6.0053 4.6510 2.0380
C 2.4748 1.4450 -1.9628
C -4.7540 6.9011 3.8375
H -1.3233 -6.1220 -1.6952
C 0.0024 5.5230 1.4690
H 2.4698 -7.5616 -0.3980
H -0.5231 -1.8631 0.9337
H -3.1131 -0.0829 -3.3877
H 0.9398 6.0014 1.8288
C -1.7028 7.7444 2.1852
N 2.6706 -1.7284 -4.7691
F -2.7174 6.6826 -2.7601
O -2.4874 -1.7666 2.3081
H 0.2002 -6.8406 -4.1746
H 3.6357 4.5770 0.6506
H -0.8960 -1.5117 -0.8103
H 2.9882 -2.3508 0.6242
O -2.0410 -4.0389 6.3470
H -3.7563 -3.7181 7.4668
H -2.8852 -0.7060 -0.2352
H -0.5644 5.3649 2.3673
H -3.2027 -0.1063 -5.1088
H 4.3785 3.7647 4.0499
H -0.7116 -8.6717 -1.1655
C -1.0445 -6.3069 0.3494
H 1.6371 -6.3064 0.4210
H -0.1050 0.9544 -1.2796
H -4.0257 6.1124 4.0893
H 4.7096 -3.5035 -4.6616
O -2.6720 4.0553 4.7754
C -0.6203 0.8337 1.7367
H -0.6737 3.0949 -0.2470
N -1.1309 0.1346 0.4633
C 5.8659 -2.1753 -7.3702
O -2.0843 -3.9759 -1.4537
H 0.8414 -2.6431 -2.0577
H 1.6076 3.1389 -1.7653
H 6.5489 5.5173 1.5221
H 5.1793 5.1711 2.5070
H 7.3550 0.3211 2.9510
C 0.9679 -3.9543 7.5245
C -0.4397 -1.1389 0.1337
O 2.3873 2.7080 -1.3621
C -2.6186 7.9718 -0.1638
H 7.7492 3.5688 2.2598
H 4.6841 2.0864 5.9714
H 1.6623 -9.6766 -1.1068
C 3.4262 -3.5032 4.7841
C -2.0081 -7.5888 1.9837
C 1.4035 -6.3450 -2.4611
H 3.3939 -2.6523 4.0722
H 3.1126 0.9349 -5.4946
H -4.0051 -4.6732 5.9352
C 1.0201 -1.8748 -2.7686
C -4.5718 6.4248 1.4422
H 1.7343 -4.7190 7.4046
C -3.0422 -2.9800 1.8019
H 1.6239 0.6193 1.9475
B -2.7407 5.2596 -2.7008
O -6.9816 2.6308 -5.0553
H 6.4408 -3.0669 -7.6811
H 0.9816 -1.1916 -6.0199
N 0.8157 -3.6862 4.9857
H -2.0281 9.7269 -1.3503
C 3.2187 -2.5451 -5.8821
H -1.0081 8.5752 1.9554
H 4.2129 -1.6801 -3.2521
H 1.1985 1.9570 0.8419
H -3.8048 0.8248 -1.5399
H 7.9059 3.3371 5.2306
H -6.5973 0.4804 -4.3567
C -3.4324 -3.8311 6.4357
H 3.1498 -0.0287 -7.0053
O 2.5547 -2.7814 1.3614
C 1.8150 -2.6060 -3.8381
H -0.7062 8.5416 -1.0909
C 3.8010 -0.9914 -3.9923
H -1.3271 7.1411 3.0082
O -2.4274 3.1571 2.6471
H 0.0100 -5.5764 5.4479
H -0.1693 -5.0729 3.7367
H 3.3857 -0.2133 -3.3766
C -5.7761 3.1411 -5.6167
*
```

These are the Löwdin partial charges, in e, on atoms 1 to 99: C -0.06; C -0.06; F 0.07; O -0.06; H 0.06; H 0.09; H 0.10; C -0.22; H 0.09; H 0.06; H 0.10; C -0.04; H 0.10; H 0.12; H 0.06; H 0.06; H 0.10; H 0.13; H 0.07; O -0.03; H 0.10; H 0.11; H 0.09; H 0.10; F 0.11; H 0.11; C -0.03; H 0.10; H 0.09; H 0.11; H 0.14; H 0.12; H 0.08; O -0.04; H 0.12; H 0.07; C -0.14; H 0.08; H 0.07; F 0.03; H 0.13; H 0.05; C 0.00; C -0.13; H 0.12; H 0.12; H 0.10; H 0.07; H 0.08; C -0.17; C 0.03; H 0.12; H 0.11; N -0.23; H 0.09; H 0.09; H 0.09; C -0.18; H 0.12; H 0.06; O -0.04; C -0.13; H 0.11; H 0.10; O -0.18; C -0.03; O -0.19; H 0.06; C -0.09; H 0.09; H 0.15; O -0.18; H 0.12; H 0.12; N -0.21; H 0.11; H 0.07; H 0.11; H 0.06; H 0.11; H 0.09; C -0.01; C -0.03; O 0.06; H 0.13; O -0.02; C -0.16; O -0.02; H 0.11; H 0.09; H 0.13; H 0.11; H 0.10; C -0.10; H 0.07; C -0.07; C -0.13; C -0.11; N -0.20



M for the records above, in order: 436.776; 1354.646 g/mol